Entry 1:
Molecular formula: C18H25N3O4
Method: DFT, the ωB97M-V functional and the def2-TZVPD basis

Geometry as XYZ:
```
50
Properties=species:S:1:pos:R:3
C -0.4335 -1.8180 -1.4062
C 0.9783 -1.7867 -1.9801
C 1.6187 -0.3960 -1.9930
C 2.2543 0.1376 -0.6866
C 3.3094 -0.8129 -0.1071
C 4.0838 -0.1944 1.0565
C 5.1334 -1.1603 1.5920
N 2.8031 1.4488 -0.9714
C 2.1327 2.4617 -0.3811
O 2.3286 3.6418 -0.4653
N 1.1500 1.8513 0.4252
C 0.2473 2.6133 1.2581
C -1.1838 2.6188 0.6827
O -1.6872 3.6276 0.2436
N -1.7630 1.3988 0.7376
C -3.0271 1.0192 0.2715
C -3.8796 1.8620 -0.4235
C -5.1104 1.4007 -0.8632
C -5.4929 0.0985 -0.6125
C -4.6516 -0.7569 0.0848
C -3.4209 -0.3091 0.5339
O -2.5208 -1.0614 1.2377
C -2.8215 -2.4097 1.4940
C 1.2149 0.4956 0.3726
O 0.5760 -0.2613 1.0683
H -0.8641 -2.8071 -1.5463
H -1.0701 -1.0948 -1.9132
H -0.4296 -1.5934 -0.3455
H 0.9365 -2.1274 -3.0182
H 1.6114 -2.4875 -1.4359
H 2.4253 -0.3987 -2.7325
H 0.8737 0.3330 -2.3242
H 2.7956 -1.7064 0.2488
H 4.0032 -1.1024 -0.8996
H 3.3863 0.0622 1.8568
H 4.5706 0.7268 0.7298
H 4.6642 -2.0740 1.9497
H 5.6785 -0.7089 2.4168
H 5.8457 -1.4223 0.8126
H 3.5050 1.6107 -1.6728
H 0.6169 3.6414 1.2740
H 0.2411 2.1894 2.2667
H -1.2361 0.6289 1.1442
H -3.5739 2.8769 -0.6135
H -5.7660 2.0665 -1.4026
H -6.4503 -0.2654 -0.9536
H -4.9695 -1.7696 0.2756
H -3.7110 -2.5106 2.1243
H -2.9657 -2.9722 0.5662
H -1.9560 -2.8037 2.0243
```

The LUMO energy comes out at 0.664 eV. Its SMILES is CCCC1(CCC)NC(=O)N(CC(=O)Nc2ccccc2OC)C1=O. Its orbital gap is 8.8 eV. The value obtained for the energy is -31734.1967 eV. The energy relative to the best compared isomer or geometry (same formula, charge and spin) comes out at 0.191 eV. As for the total charge: 0.



Entry 2:
Molecular formula: C18H25N3O4S
Method: DFT, the ωB97M-V functional and the def2-TZVPD basis

Geometry as XYZ:
```
51
Properties=species:S:1:pos:R:3
O -7.9267 -0.5912 0.1685
C -6.6522 -0.3621 0.2456
N -5.7453 -0.4108 -0.7990
C -4.4886 -0.2933 -0.7126
C -3.6501 -0.9413 -1.8046
C -2.3741 -0.5993 -1.5058
C -1.9335 0.1093 -0.3322
C -2.7173 0.7686 0.3408
C -4.1081 0.5344 0.2844
C -5.0095 1.0186 1.3473
C -6.2484 0.2721 1.5821
H -7.0767 0.5866 2.0941
H -5.7892 -1.0149 1.9342
H -4.5420 1.3770 2.3434
H -5.4605 1.9859 0.8296
H -2.3480 1.2935 1.3971
S -0.0731 0.4411 -0.3065
O 0.5849 -0.2684 -1.2182
O 0.3927 0.6789 0.9492
N -0.1309 2.2486 -0.7482
H -0.2318 2.2243 -1.9631
C 0.8747 3.1193 -0.2281
H 1.0264 2.9828 0.7520
H 0.6584 4.1153 -0.4013
C 2.3553 2.8602 -1.2598
H 2.9547 3.6372 -1.2935
C 3.2691 1.7636 -0.0311
O 3.9936 2.7179 0.7280
N 3.1496 0.5740 -0.0166
H 2.5651 0.1242 -0.6331
C 3.9863 -0.1306 0.7292
C 3.0159 -1.2184 1.4127
C 2.5191 -2.2564 0.6634
C 3.5897 -3.1826 -0.0779
C 4.4252 -2.1577 -0.8766
C 5.1005 -0.8142 0.0581
H 5.6786 -0.3086 -0.7412
H 5.7200 -1.4671 1.0166
H 3.8155 -1.5818 -1.6287
H 5.1443 -2.5055 -1.2922
H 3.2731 -3.9076 -0.5403
H 4.1044 -3.4711 0.9297
H 1.7237 -1.9048 -0.0735
H 1.8457 -3.1248 1.2771
H 3.5092 -1.5812 2.2858
H 2.3792 -0.6825 1.9512
H 4.5389 0.3343 1.5304
H 2.3422 1.9480 -1.8822
H -1.5934 -0.8056 -2.3858
H -4.1979 -1.2851 -2.4193
H -6.2386 -0.8488 -1.6793
```

The LUMO energy comes out at 0.055 eV. Its orbital gap is 7.9 eV. The value obtained for the energy is -42550.1038 eV. The energy relative to the best compared isomer or geometry (same formula, charge and spin) comes out at 19.279 eV. As for the total charge: 0.



Entry 3:
Molecular formula: C18H25N5O2S
Method: DFT, the ωB97M-V functional and the def2-TZVPD basis

Geometry as XYZ:
```
51
Properties=species:S:1:pos:R:3
C -0.9185 4.9674 -1.3566
C 0.5053 4.5322 -1.1776
C 1.5080 5.4796 -1.0040
C 2.8323 5.1019 -0.8395
C 3.9051 6.1363 -0.6764
C 3.1631 3.7535 -0.8499
C 2.1722 2.7968 -1.0227
N 2.4291 1.4216 -1.0479
C 3.5916 0.7750 -0.8313
O 4.6699 1.2745 -0.5926
C 3.4370 -0.7462 -0.9344
S 2.6939 -1.4803 0.5600
C 1.0080 -1.2437 0.2264
N 0.4861 -0.5546 -0.7589
N -0.8508 -0.6365 -0.6507
C -1.1319 -1.3658 0.3896
C -2.4936 -1.6978 0.8798
N -2.6544 -3.1373 1.0216
C -3.8994 -3.4858 1.6879
C -3.9482 -5.0028 1.8762
O -3.8571 -5.6779 0.6457
C -2.6704 -5.3272 -0.0254
C -2.5913 -3.8201 -0.2632
N 0.0229 -1.7892 0.9926
C 0.1747 -2.6113 2.1579
C 0.8453 3.1909 -1.1858
H -1.5824 4.1089 -1.4158
H -1.0223 5.5502 -2.2713
H -1.2320 5.5965 -0.5247
H 1.2478 6.5289 -0.9968
H 4.7507 5.7316 -0.1261
H 3.5255 7.0114 -0.1536
H 4.2623 6.4575 -1.6554
H 4.1871 3.4445 -0.7217
H 1.5971 0.8373 -1.1853
H 4.4266 -1.1968 -1.0039
H 2.8166 -1.0371 -1.7806
H -2.6394 -1.2441 1.8664
H -3.2193 -1.2536 0.1801
H -3.9310 -2.9951 2.6634
H -4.7747 -3.1640 1.0989
H -4.8967 -5.3040 2.3233
H -3.1201 -5.3109 2.5336
H -2.6824 -5.8663 -0.9736
H -1.7987 -5.6469 0.5665
H -1.6489 -3.5721 -0.7551
H -3.4211 -3.5088 -0.9195
H -0.7127 -3.2358 2.2538
H 1.0649 -3.2301 2.0440
H 0.2915 -1.9902 3.0487
H 0.0826 2.4358 -1.3163
```

The LUMO energy comes out at 0.455 eV. Its SMILES is Cc1cc(C)cc(NC(=O)CSc2nnc(CN3CCOCC3)n2C)c1. Its orbital gap is 8.5 eV. The value obtained for the energy is -41452.8892 eV. The energy relative to the best compared isomer or geometry (same formula, charge and spin) comes out at 1.283 eV. As for the total charge: 0.